# 1
A structure of composition C36H42N3PSTi at a distorted geometry, computed with wB97M-V/def2-TZVPD.

The geometry in ORCA input format:
```
! RIJCOSX wB97M-V def2-TZVPD def2/J DEFGRID3
* xyz 0 3
Ti -0.1801 0.1204 -0.0728
C 3.3660 -0.0426 0.0281
N 2.3069 -0.4486 0.9492
C 2.4763 0.2786 2.2032
C 2.3387 -1.9031 1.1635
C 1.1918 -2.6113 0.4608
N -0.1178 -2.1024 0.8893
C -0.2775 -2.3232 2.3328
C -1.1702 -2.8471 0.1915
H 4.3597 -0.2397 0.4589
H 3.2759 1.0238 -0.1753
H 3.2787 -0.5825 -0.9139
H 3.4248 0.0173 2.6973
H 1.6551 0.0573 2.8840
H 2.4580 1.3485 2.0018
H 2.3164 -2.1174 2.2338
H 3.2835 -2.3248 0.7964
H 1.2514 -3.6966 0.6528
H 1.2687 -2.4658 -0.6216
H -0.0075 -3.3575 2.5934
H -1.3135 -2.1532 2.6093
H 0.3430 -1.6382 2.9045
H -1.0978 -3.9231 0.4066
H -1.0815 -2.6841 -0.8843
H -2.1457 -2.4767 0.5097
S 1.6844 4.2109 -0.7925
C 1.1481 4.3737 0.8210
C 0.5775 3.2266 1.2896
C 0.5400 2.1312 0.3640
C 1.1360 2.5638 -0.8068
C 1.4155 1.6884 -1.9418
C 2.1147 2.0965 -3.0818
C 2.4015 1.1940 -4.0804
C 1.9770 -0.1176 -3.9311
C 1.2887 -0.4493 -2.7808
N 1.0226 0.4054 -1.7960
H 1.2524 5.3145 1.3357
H 0.1594 3.1773 2.2877
H 2.4290 3.1277 -3.1682
H 2.9429 1.5083 -4.9614
H 2.1596 -0.8710 -4.6839
H 0.9128 -1.4562 -2.6262
C -4.6309 2.1404 3.5465
C -3.9598 2.9201 2.4470
C -4.2615 4.2800 2.3758
C -3.7449 5.1042 1.3898
C -2.9028 4.5694 0.4315
C -2.5754 3.2266 0.4975
C -3.0771 2.3900 1.4929
P -2.5173 0.6546 1.2531
C -2.8399 -0.2435 2.8219
C -3.6456 -1.3794 2.8851
C -3.7202 -2.1446 4.0399
C -2.9798 -1.7809 5.1531
C -2.1605 -0.6626 5.0944
C -2.0687 0.1082 3.9414
C -1.1459 1.2866 3.9119
C -3.7593 0.0562 0.0619
C -5.1254 -0.0345 0.3378
C -6.0035 -0.5481 -0.5955
C -5.5076 -0.9632 -1.8299
C -4.1716 -0.8082 -2.1313
C -3.2635 -0.2598 -1.2129
C -1.8451 0.0195 -1.5659
H -5.4143 2.7532 3.9918
H -3.9400 1.8609 4.3425
H -5.0893 1.2191 3.1963
H -4.9362 4.6949 3.1137
H -4.0090 6.1525 1.3705
H -2.4879 5.1828 -0.3562
H -1.8977 2.8174 -0.2454
H -4.2115 -1.6888 2.0178
H -4.3512 -3.0231 4.0610
H -3.0274 -2.3670 6.0612
H -1.5688 -0.3806 5.9567
H -0.4940 1.2927 4.7859
H -1.6969 2.2314 3.8886
H -0.5207 1.2738 3.0101
H -5.5033 0.2870 1.2993
H -7.0575 -0.6284 -0.3667
H -6.1794 -1.3807 -2.5694
H -3.8028 -1.0804 -3.1136
H -1.7830 1.0650 -1.9228
H -1.5744 -0.5820 -2.4523
*
```

Calculated values
- Electronic energy: -85722.5263 eV
- Energy above the lowest of the compared OMol25 structures with the same formula, charge and spin: 3.0 kcal per mole


# 2
A structure of composition C29H33BrN8NaO7SSb at a distorted geometry, computed with wB97M-V/def2-TZVPD.

The geometry in ORCA input format:
```
! RIJCOSX wB97M-V def2-TZVPD def2/J DEFGRID3
* xyz -2 1
Na -0.5594 -1.6761 -0.8766
O 0.9191 -3.3109 -6.9958
C 0.5389 -3.0270 -5.7130
C -0.4494 -2.0746 -5.4348
C -0.7515 -1.8552 -4.0936
N -0.0986 -2.4600 -3.0971
C 0.8769 -3.3326 -3.3728
C 1.2458 -3.6258 -4.6928
C 1.6600 -3.8324 -2.1745
O 2.8528 -4.1241 -2.4006
O 1.0332 -3.8181 -1.0969
C -1.7849 -0.7971 -3.6105
O -2.1296 0.0267 -4.4628
O -2.1393 -0.9206 -2.4116
H 0.4474 -2.7501 -7.6097
H -1.0130 -1.5957 -6.2376
H 2.0616 -4.3238 -4.8744
N 3.5122 5.6205 3.8825
C 2.5161 4.6303 3.6810
C 1.6063 4.7189 2.6167
C 0.7832 3.6500 2.3394
C 0.8133 2.4961 3.1151
C 1.5856 2.4911 4.2612
C 2.4183 3.5629 4.5472
S -0.1029 1.0619 2.6080
O -1.4097 1.6173 2.3170
O -0.0069 0.1583 3.7557
N 0.4316 0.4403 1.2715
C 1.6894 -0.0133 1.0015
N 1.7806 -0.8164 -0.0759
C 2.9553 -1.3173 -0.4196
C 4.1165 -1.0071 0.3035
C 3.9475 -0.1093 1.3490
N 2.7612 0.3911 1.7038
H 3.7117 6.1324 3.0544
H 4.3718 5.2218 4.2188
H 1.6736 5.5821 1.9427
H 0.0616 3.7192 1.5392
H 1.6177 1.6031 4.8926
H 3.0590 3.5192 5.4235
H 2.9631 -2.0075 -1.2434
H 5.0865 -1.4074 0.0370
H 4.7993 0.2240 1.9328
C 2.2956 -3.5715 4.0614
C 1.0043 -3.7144 3.3033
C -0.0240 -4.5827 3.6586
C -1.1838 -4.6386 2.9149
C -1.2327 -3.8539 1.7748
Br -2.5943 -4.0319 0.4746
N -0.2923 -3.0271 1.3907
C 0.8028 -2.9953 2.1312
H 2.4744 -4.3969 4.7365
H 2.3173 -2.6420 4.6384
H 3.1002 -3.5198 3.3444
H 0.1111 -5.2130 4.5407
H -1.9399 -5.3427 3.1625
H 1.5577 -2.3139 1.7553
C -0.4149 3.3849 -4.5462
N -0.8887 3.1600 -3.1706
C -1.1385 4.3400 -2.3150
C -0.2945 2.0960 -2.6074
N 0.3178 1.2263 -2.1705
H -1.0008 4.1893 -5.0255
H -0.5669 2.4617 -5.0930
H 0.6395 3.6506 -4.5929
H -1.6563 5.1081 -2.8909
H -0.2087 4.7614 -1.9480
H -1.7492 4.0238 -1.5016
C -4.7361 0.7567 1.9974
Sb -3.5950 -0.0699 0.3705
C -3.3565 1.8082 -0.6227
C -5.4034 -0.6217 -0.6916
H -5.4418 1.4617 1.5843
H -4.0885 1.3151 2.6793
H -5.2655 -0.0386 2.5496
H -4.2773 2.3698 -0.4995
H -3.1174 1.5689 -1.6545
H -2.5619 2.2994 -0.0821
H -6.1224 0.1590 -0.4851
H -5.7184 -1.5788 -0.2939
H -5.2032 -0.6531 -1.7772
*
```

Calculated values
- Electronic energy: -148696.9294 eV
- Energy above the lowest of the compared OMol25 structures with the same formula, charge and spin: 0.0 kcal per mole


# 3
A structure of composition C28H56OsP2Si at a distorted geometry, computed with wB97M-V/def2-TZVPD.

The geometry in ORCA input format:
```
! RIJCOSX wB97M-V def2-TZVPD def2/J DEFGRID3
* xyz 2 5
Os 1.4805 -0.4732 0.4160
C -0.9471 -0.8111 2.0744
C 0.4656 -0.8200 2.4933
C -0.2662 1.3768 2.1256
C -1.3598 0.5107 1.8622
C 0.8933 0.5893 2.4375
C -1.8696 -1.9674 2.0284
H -1.3709 -2.9405 2.1028
H -2.4986 -1.9547 1.1212
H -2.5577 -1.9253 2.8863
C -2.7444 0.9060 1.5381
H -3.3428 0.0327 1.2719
H -2.7462 1.5762 0.6781
H -3.2464 1.4184 2.3740
C -0.2271 2.8448 2.0710
H -0.1981 3.2596 3.0922
H -1.1117 3.2912 1.5932
H 0.6938 3.2003 1.5746
C 2.0904 1.1609 3.1114
H 1.9306 1.2901 4.1893
H 2.3258 2.1494 2.7066
H 2.9704 0.5246 2.9990
C 0.9033 -1.7136 3.6233
H 0.4536 -1.3936 4.5884
H 1.9977 -1.6905 3.7616
H 0.5781 -2.7634 3.4830
C 1.1207 -1.5823 -1.1184
C 0.5566 -2.2339 0.0638
C 1.3012 -3.2708 0.8363
C 2.6598 -2.8037 1.4255
C 3.0307 -1.4042 1.0807
C 3.4812 -1.1369 -0.2474
C 3.4992 -2.2631 -1.3041
C 2.0965 -2.4453 -1.8551
H 1.4607 -4.1427 0.1831
H 3.4587 -3.4597 1.0661
H 0.6931 -3.6146 1.6876
H 1.7478 -3.4788 -1.7949
H 0.4526 -1.0516 -1.8054
H -0.5420 -2.4004 0.0382
H 2.0394 -2.1920 -2.9146
H 4.1698 -2.0245 -2.1429
H 4.3720 -0.4765 -0.3716
H 3.8616 -3.2301 -0.9149
H 2.6729 -2.8958 2.5117
H 3.5177 -0.7842 1.8433
P -1.9772 -1.8657 -1.9108
C -3.6895 -1.2654 -1.9039
H -4.3334 -2.0367 -2.3506
H -3.7470 -0.3178 -2.4674
H -3.9482 -1.0765 -0.8449
C -1.4130 -1.4686 -3.6142
H -1.9433 -2.1407 -4.3035
H -0.3262 -1.6479 -3.6895
H -1.6136 -0.4121 -3.8578
C -2.0916 -3.6847 -1.9360
H -1.0802 -4.1104 -2.0586
H -2.7442 -3.9808 -2.7714
H -2.5069 -4.0138 -0.9688
P 2.2763 1.5126 -1.2748
C 3.5987 2.1120 -0.1635
H 4.5793 2.0421 -0.6524
H 3.5924 1.5175 0.7658
H 3.3749 3.1574 0.0961
C 2.8928 0.6230 -2.7556
H 3.6709 -0.1066 -2.5346
H 3.2721 1.3384 -3.4932
H 2.0383 0.1021 -3.2100
C 1.8942 3.0453 -2.1719
H 2.6196 3.1609 -2.9879
H 1.9800 3.9248 -1.5224
H 0.8923 2.9692 -2.6142
C -3.0132 3.6658 -0.2789
Si -1.4823 3.0793 -1.2225
C -1.9848 3.0060 -3.0496
C -0.4159 4.6073 -0.9597
C -0.7435 1.3521 -1.0307
H -3.2039 4.6980 -0.6206
H -2.8731 3.7302 0.8097
H -3.9055 3.0651 -0.4962
H -2.4566 3.9685 -3.2969
H -1.1325 2.8478 -3.7238
H -2.7145 2.2007 -3.2163
H 0.3099 4.5295 -0.1409
H 0.1219 4.8731 -1.8769
H -1.0791 5.4549 -0.7318
H -1.4407 0.5271 -0.8016
H -0.1600 1.0607 -1.9213
*
```

Calculated values
- Electronic energy: -58845.5344 eV
- Energy above the lowest of the compared OMol25 structures with the same formula, charge and spin: 13.5 kcal per mole


# 4
The ion C2HN2O3 with charge -1 at a distorted geometry, computed with wB97M-V/def2-TZVPD.

The geometry in ORCA input format:
```
! RIJCOSX wB97M-V def2-TZVPD def2/J DEFGRID3
* xyz -1 1
C 0.5185 0.9755 0.0754
C -0.3264 -0.9504 -0.9003
N 0.3261 0.1013 -1.2433
N -0.0985 0.2196 1.0216
O 1.2118 1.9459 0.1233
O -0.7005 -1.9291 -1.5626
O -0.7194 -0.9078 0.5358
H -0.2116 0.5450 1.9501
*
```

Calculated values
- SMILES string: O=c1nc([O-])o[nH]1
- Electronic energy: -11213.1697 eV
- Energy above the lowest of the compared OMol25 structures with the same formula, charge and spin: 8.8 kcal per mole


# 5
The molecule C6H11N3 at a distorted geometry, computed with wB97M-V/def2-TZVPD.

The geometry in ORCA input format:
```
! RIJCOSX wB97M-V def2-TZVPD def2/J DEFGRID3
* xyz 0 1
C -0.0147 -0.9064 0.0389
C -0.0633 0.4361 -0.1333
C -1.3892 -0.6438 -0.0084
C -3.4958 0.4029 0.0066
C 2.1197 -2.0952 -0.2670
C 1.7281 2.0687 0.2864
N -2.6219 -0.7452 0.0209
N 0.8070 -1.9849 0.3346
N 0.4655 1.6561 -0.2994
H -2.9591 1.3490 -0.1312
H -4.0457 0.4466 0.9515
H -4.2168 0.2816 -0.8043
H 2.0979 -2.5167 -1.2806
H 2.5782 -1.1102 -0.3179
H 2.7401 -2.7368 0.3636
H 2.1909 2.8192 -0.3581
H 1.5911 2.5093 1.2834
H 2.3950 1.2138 0.3708
H 0.2971 -2.8585 0.3002
H -0.2043 2.4143 -0.3566
*
```

Calculated values
- SMILES string: CN=c1c(NC)c1NC
- Electronic energy: -10866.9280 eV
- Energy above the lowest of the compared OMol25 structures with the same formula, charge and spin: 89.7 kcal per mole


# 6
A cluster of 2 separate species, C4H8N4O in total at a distorted geometry, computed with wB97M-V/def2-TZVPD.

The geometry in ORCA input format:
```
! RIJCOSX wB97M-V def2-TZVPD def2/J DEFGRID3
* xyz 0 1
C -2.7452 0.9987 0.2843
C -1.0347 -0.0425 -0.1954
C 2.0237 0.7104 0.4807
C 1.2583 0.4559 -0.8116
N -1.4829 1.1806 -0.0207
N -3.1648 -0.2382 0.2522
N 0.7589 -2.2797 0.4836
N 0.1377 -0.4282 -0.7579
O -1.9903 -0.9405 -0.0651
H -3.2730 1.9216 0.5037
H 1.5058 -0.0154 1.0829
H 3.0447 0.7177 0.3071
H 1.7260 1.6756 0.8589
H 0.8768 1.2220 -1.3086
H 1.9243 -0.0010 -1.5513
H -0.2451 -2.1847 0.8794
H 0.6798 -2.7525 -0.4223
*
```

Calculated values
- Electronic energy: -12280.0401 eV
- Energy above the lowest of the compared OMol25 structures with the same formula, charge and spin: 147.5 kcal per mole